Entry 1:
DFT (ωB97M-V/def2-TZVPD) results for a 6-piece molecular cluster, C36H85O19P overall in a non-equilibrium geometry.

ΔE to the lowest compared entry with this formula, charge and spin, kcal/mol: 123.9
DFT total energy, Ha: -3193.1272
LUMO, eV: 0.4

```
141
Properties=species:S:1:pos:R:3:lowdin_charge:R:1
C -2.6213 3.1089 -1.7495 -0.054
C -3.3587 1.7426 -1.7220 -0.308
O -2.5910 0.7815 -2.3464 -0.183
P -3.2479 -0.2910 -3.3687 0.493
O -4.6032 0.0756 -3.9183 -0.251
O -1.9838 -0.4350 -4.3494 -0.206
C -2.0004 -1.3366 -5.5197 -0.236
C -3.0314 -0.8192 -6.5024 -0.074
O -3.1163 -1.7069 -2.6009 -0.201
C -3.8011 -2.9034 -3.0156 -0.236
C -3.0051 -4.1167 -2.4711 -0.061
H -3.1066 3.9294 -1.2210 0.076
H -1.6078 2.9605 -1.3770 0.068
H -2.6238 3.4672 -2.7789 0.072
H -3.6178 1.5232 -0.6862 0.114
H -4.3005 1.9056 -2.2461 0.104
H -1.0753 -1.2976 -6.0948 0.113
H -2.0858 -2.3494 -5.1260 0.090
H -2.8564 0.2566 -6.5163 0.095
H -2.8003 -1.3410 -7.4311 0.079
H -4.0016 -1.1782 -6.1592 0.068
H -4.7586 -3.0074 -2.5052 0.116
H -3.9348 -2.8816 -4.0971 0.104
H -3.4546 -5.0380 -2.8417 0.075
H -1.9411 -4.1269 -2.7073 0.055
H -3.2151 -4.3398 -1.4251 0.072
C 2.9396 4.8650 -0.6810 -0.110
O 1.6103 5.3118 -0.9236 -0.183
C 1.4357 6.0000 -2.1847 -0.179
C 1.4081 5.1282 -3.4576 -0.160
O 0.8960 5.9446 -4.5428 -0.153
C 0.5260 5.4052 -5.7855 -0.190
C 1.6481 5.5473 -6.8679 -0.136
O 1.6053 6.8588 -7.5893 -0.186
C 2.0397 7.9993 -6.8609 -0.122
H 3.2910 4.2202 -1.4865 0.069
H 3.0393 4.2214 0.1930 0.086
H 3.5629 5.7299 -0.4544 0.088
H 2.2061 6.7366 -2.4125 0.118
H 0.5499 6.6133 -2.0196 0.126
H 0.7802 4.2686 -3.2231 0.112
H 2.3931 4.6988 -3.6403 0.110
H -0.3378 5.9242 -6.2009 0.125
H 0.1408 4.3931 -5.6615 0.118
H 1.4072 4.7516 -7.5729 0.108
H 2.6107 5.2712 -6.4375 0.112
H 1.5773 8.9003 -7.2639 0.081
H 3.0757 8.2529 -7.0853 0.075
H 1.9252 7.9855 -5.7770 0.081
C 0.1915 -0.6974 12.8149 -0.100
O 0.3829 0.1233 11.6934 -0.190
C 1.3012 -0.2296 10.6819 -0.203
C 1.4160 0.7872 9.5466 -0.205
O 0.1800 1.0878 8.9478 -0.160
C 0.0812 2.0581 7.8711 -0.116
C 0.1545 1.1601 6.5991 -0.211
O -0.0207 1.9246 5.4215 -0.183
C 0.1047 1.1531 4.2249 -0.094
H -0.7319 -0.5898 13.3839 0.088
H 1.0798 -0.3038 13.3090 0.091
H 0.3089 -1.7633 12.6194 0.081
H 1.0711 -1.2352 10.3301 0.116
H 2.3375 -0.1795 11.0163 0.120
H 2.1525 0.5085 8.7930 0.123
H 1.7791 1.6722 10.0692 0.123
H 0.7925 2.8835 7.8980 0.132
H -0.9926 2.2453 7.8773 0.127
H -0.5622 0.3404 6.6472 0.113
H 1.1789 0.7879 6.5844 0.118
H -0.2775 0.1467 4.3961 0.052
H 1.1104 1.0697 3.8128 0.093
H -0.5183 1.7016 3.5184 0.090
C -3.6986 0.0455 4.0150 -0.103
O -3.5968 -0.7696 5.1871 -0.206
C -4.2832 -2.0858 5.2091 -0.104
C -3.3935 -3.3923 5.6749 -0.172
O -2.3924 -3.9057 4.8143 -0.152
C -1.3077 -3.0459 4.2936 -0.115
C -0.5310 -2.3967 5.4081 -0.296
O 0.0997 -3.3156 6.1730 -0.136
C 0.3347 -2.8932 7.5432 -0.068
H -3.9068 -0.5442 3.1222 0.069
H -2.7203 0.4624 3.7756 0.064
H -4.6127 0.6385 4.0465 0.090
H -4.7212 -2.3125 4.2370 0.110
H -5.0168 -2.1811 6.0096 0.103
H -3.9501 -4.2789 5.9787 0.119
H -2.9781 -3.1884 6.6618 0.103
H -1.7862 -2.2732 3.6918 0.092
H -0.6542 -3.6449 3.6595 0.133
H -1.2039 -1.7155 5.9289 0.102
H 0.2050 -1.7644 4.9116 0.117
H 0.3138 -3.6355 8.3410 0.083
H -0.4711 -2.3131 7.9930 0.080
H 1.2512 -2.3032 7.5410 0.086
C 2.7569 1.8187 -5.7320 -0.025
O 2.6133 2.0962 -4.2663 -0.200
C 1.9693 1.0549 -3.5815 -0.237
C 1.8340 1.3765 -2.1029 -0.140
O 1.6279 0.3166 -1.1587 -0.130
C 0.6254 -0.6612 -1.3112 -0.184
C 0.6069 -1.4592 0.0225 -0.169
O -0.0011 -0.8280 1.1365 -0.144
C -1.3534 -1.0611 1.2709 -0.128
H 2.0214 1.0976 -6.0885 0.078
H 3.7078 1.2866 -5.7603 0.086
H 2.7825 2.7246 -6.3375 0.069
H 2.3200 0.0779 -3.9137 0.110
H 0.9661 0.9698 -3.9991 0.113
H 0.9484 2.0119 -2.1043 0.109
H 2.5540 2.1393 -1.8066 0.112
H 0.8438 -1.2420 -2.2074 0.115
H -0.3875 -0.3330 -1.5442 0.108
H 1.6747 -1.6027 0.1878 0.121
H 0.1733 -2.3906 -0.3417 0.123
H -1.9054 -0.6252 0.4383 0.084
H -1.7283 -0.5305 2.1462 0.055
H -1.6597 -2.1051 1.3365 0.092
C -0.5619 -4.7955 -6.0802 -0.147
O -0.5707 -4.6738 -4.6982 -0.218
C 0.3660 -5.5800 -3.9992 -0.099
C 1.9214 -5.1977 -4.2494 -0.197
O 2.1587 -3.9747 -3.6769 -0.150
C 3.2496 -3.2679 -4.1761 -0.172
C 3.6625 -2.6531 -2.8649 -0.209
O 4.5175 -1.4977 -2.9518 -0.181
C 4.9285 -1.1052 -1.6441 -0.107
H -1.5718 -4.5364 -6.3981 0.087
H -0.5698 -5.8148 -6.4664 0.087
H 0.2480 -4.2320 -6.5437 0.090
H 0.2588 -6.5504 -4.4840 0.110
H 0.2607 -5.5542 -2.9146 0.119
H 2.0674 -5.1365 -5.3278 0.113
H 2.5026 -6.0201 -3.8324 0.125
H 2.8234 -2.5390 -4.8654 0.135
H 4.1843 -3.7838 -4.3957 0.141
H 4.2083 -3.4499 -2.3596 0.126
H 2.8723 -2.3451 -2.1802 0.110
H 5.3017 -1.9099 -1.0106 0.086
H 4.0640 -0.7155 -1.1066 0.068
H 5.5991 -0.2464 -1.6169 0.089
```

=====

Entry 2:
DFT (ωB97M-V/def2-TZVPD) results for a 2-piece molecular cluster, C17H26N2O7S2 overall in a non-equilibrium geometry.

DFT total energy, Ha: -2095.8048
LUMO, eV: 0.1

```
54
Properties=species:S:1:pos:R:3:nbo_charge:R:1
C 0.7747 -0.9591 3.2392 -0.640
C -0.6085 -1.1829 2.4132 0.060
C -1.7811 -1.1776 3.5005 -0.101
O -3.0493 -0.6490 3.0170 -0.540
C -3.5142 -1.3808 1.8990 0.785
O -3.3841 -2.6349 1.9474 -0.560
C -4.2377 -0.7911 0.6137 -0.656
S -3.6503 0.8656 0.0286 0.412
N -2.9593 1.7947 1.3270 -0.797
C -2.3138 2.9867 0.7658 0.883
O -2.1272 3.0284 -0.4668 -0.594
O -1.9232 3.9703 1.7010 -0.530
C -0.9323 4.8802 1.1482 -0.105
C 0.5628 4.2656 1.1117 0.066
O 0.8001 3.5529 -0.1371 -0.713
C 0.8317 3.3839 2.4182 -0.252
N 0.2691 2.0078 2.3737 -0.872
O -0.4363 -2.4933 1.7511 -0.553
C -0.3083 -2.3094 0.3486 0.794
O -1.3595 -2.2545 -0.3304 -0.541
C 1.0864 -2.1748 -0.4192 -0.619
S 1.8407 -0.4680 -0.2533 -0.069
H 0.6629 -0.1861 4.0670 0.220
H 1.0321 -1.9726 3.7173 0.215
H 1.6299 -0.7118 2.5185 0.235
H -0.7473 -0.3885 1.5913 0.208
H -1.8897 -2.2036 4.0130 0.224
H -1.4499 -0.4641 4.3413 0.205
H -5.3787 -0.8629 0.7651 0.250
H -4.0141 -1.5312 -0.2414 0.296
H -3.6317 2.0330 2.0678 0.403
H -0.8726 5.7822 1.8599 0.201
H -1.2236 5.3061 0.1292 0.226
H 1.2749 5.1690 1.1078 0.175
H 1.4409 2.8262 0.0533 0.468
H 1.9655 3.2894 2.5489 0.185
H 0.4233 3.8894 3.3571 0.211
H 0.1361 1.6573 1.4185 0.370
H -0.5775 1.9137 2.9462 0.375
H 1.8407 -2.9428 -0.0128 0.259
H 0.9080 -2.3328 -1.5421 0.261
H 3.1915 -0.7422 0.0116 0.156
C 3.7532 -1.9700 -4.5640 -0.214
C 3.9154 -2.6814 -5.7485 -0.213
C 2.8040 -3.1898 -6.4134 -0.212
C 1.5297 -2.9905 -5.8912 -0.214
C 1.3680 -2.2870 -4.7019 -0.206
C 2.4792 -1.7754 -4.0389 -0.226
H 4.6193 -1.5680 -4.0494 0.211
H 4.9092 -2.8390 -6.1545 0.213
H 2.9307 -3.7415 -7.3387 0.213
H 0.6630 -3.3846 -6.4107 0.214
H 0.3746 -2.1365 -4.2914 0.215
H 2.3528 -1.2244 -3.1122 0.215
```

=====

Entry 3:
DFT (ωB97M-V/def2-TZVPD) results for a 7-piece molecular cluster, C52H106ClI2N3O12P overall in a non-equilibrium geometry.

Total charge: +1
ΔE to the lowest compared entry with this formula, charge and spin, kcal/mol: 0.0
DFT total energy, Ha: -4508.5863
LUMO, eV: -2.7

```
177
Properties=species:S:1:pos:R:3:lowdin_charge:R:1
C 0.8246 -3.0588 7.5598 -0.050
C 0.3503 -2.2766 6.3105 -0.262
O 1.0965 -2.6267 5.1557 -0.163
C 1.9934 -1.6473 4.7173 -0.130
C 1.4308 -0.9093 3.4274 -0.255
O 0.0563 -1.2692 3.3463 -0.075
C -0.3670 -0.7864 2.0472 -0.248
C -1.8540 -0.4486 2.1527 -0.094
C -2.2513 0.7921 1.2721 -0.076
C -2.2141 2.0836 2.1103 -0.431
N -1.0349 2.3927 2.8960 0.124
O -3.1843 2.8137 2.1101 0.094
C 0.1181 -1.8529 1.0289 -0.277
C -0.0533 -3.2805 1.6312 -0.125
C -1.4617 -3.6382 2.1113 -0.223
C -1.4676 -5.1181 2.5421 -0.569
Cl -0.4200 -5.4360 3.9466 0.617
C -0.7482 -1.7746 -0.2341 -0.114
C -0.6518 -2.8537 -1.3503 -0.169
C -2.0358 -3.3371 -1.8714 -0.169
C -2.0157 -4.8731 -2.1000 -0.175
C -3.4339 -5.4786 -1.8656 -0.277
N -3.8371 -6.4257 -2.9029 0.001
N 1.6175 -1.5479 0.8524 -0.122
C 2.2991 -2.6950 0.1753 -0.191
O 3.5762 -2.3065 -0.3232 -0.150
C 3.9062 -3.0084 -1.4675 -0.294
C 3.7702 -4.3633 -1.6235 -0.006
C 4.1329 -4.9301 -2.8216 -0.075
C 4.6524 -4.2137 -3.8547 -0.094
C 4.8268 -2.8489 -3.6752 -0.078
C 4.4395 -2.2779 -2.5013 -0.032
P 1.9479 -0.1672 -0.3717 1.002
O 1.6217 -0.8108 -1.8525 -0.223
O 0.7714 0.9690 -0.2035 -0.311
C 2.3123 -1.3708 2.2322 -0.265
C 3.7110 -0.7830 2.2694 -0.652
I 5.2976 -2.2363 2.4528 1.041
C 4.1413 0.4795 2.2688 -0.753
C 5.5931 0.9101 2.3121 -0.200
I 2.7993 2.1063 2.2684 1.118
H 0.5581 -2.5313 8.4752 0.076
H 0.3186 -4.0252 7.5266 0.072
H 1.8992 -3.2227 7.4537 0.078
H 0.2794 -1.1993 6.4952 0.119
H -0.6765 -2.6140 6.1209 0.114
H 2.9717 -2.1059 4.5208 0.099
H 2.1717 -0.9034 5.5027 0.137
H 1.4802 0.1455 3.6985 0.073
H 0.1497 0.1792 1.9589 0.099
H -2.0550 -0.1666 3.1902 0.132
H -2.5618 -1.2371 1.9063 0.105
H -3.2958 0.6434 0.9975 0.121
H -1.6305 0.8498 0.3765 0.095
H -0.8811 1.6407 3.5659 0.078
H -0.2443 2.3650 2.2519 0.018
H 0.2002 -4.0460 0.8876 0.115
H 0.6423 -3.4642 2.4531 0.096
H -2.2353 -3.5660 1.3382 0.115
H -1.7941 -3.0319 2.9558 0.113
H -1.2167 -5.7296 1.6723 0.077
H -2.4861 -5.3720 2.8381 0.076
H -1.7842 -1.8927 0.0872 0.099
H -0.7656 -0.8058 -0.7413 0.106
H -0.1665 -2.4205 -2.2313 0.083
H -0.0863 -3.7556 -1.1101 0.087
H -2.8412 -3.1569 -1.1504 0.099
H -2.2724 -2.8839 -2.8347 0.096
H -1.3701 -5.3669 -1.3637 0.097
H -1.6723 -5.1078 -3.1102 0.092
H -3.4592 -6.0001 -0.9017 0.104
H -4.1774 -4.6725 -1.8101 0.096
H -3.2514 -6.3826 -3.7223 0.047
H -3.9429 -7.3676 -2.5640 0.061
H 2.4198 -3.5712 0.8162 0.148
H 1.7583 -3.0224 -0.7166 0.118
H 3.3610 -4.9784 -0.8280 0.129
H 3.9965 -5.9989 -2.9578 0.119
H 4.9573 -4.6670 -4.7890 0.118
H 5.2658 -2.2512 -4.4652 0.121
H 4.5762 -1.2069 -2.3651 0.126
H 2.2095 -0.3328 -2.4563 0.076
H 0.7896 1.5138 -1.0062 0.082
H 2.4836 -2.4124 2.5157 0.092
H 6.0527 0.4802 1.4143 0.071
H 6.1010 0.5467 3.2039 0.069
H 5.6689 1.9906 2.1934 0.046
C 4.7589 5.7383 2.6068 -0.086
C 4.7353 5.1831 4.0211 -0.294
O 5.9439 4.5526 4.4028 -0.169
C 7.1075 5.3659 4.3913 -0.278
C 7.0272 6.5660 5.3180 -0.075
H 4.9856 4.9440 1.8911 0.062
H 3.7909 6.1744 2.3534 0.072
H 5.5147 6.5144 2.4841 0.073
H 3.9595 4.4195 4.0881 0.064
H 4.4654 5.9611 4.7427 0.112
H 7.3412 5.6788 3.3676 0.107
H 7.9265 4.7212 4.7112 0.118
H 6.2250 7.2492 5.0360 0.067
H 7.9639 7.1233 5.2940 0.080
H 6.8389 6.2436 6.3431 0.084
C -1.1458 -1.4083 -6.6053 -0.067
C -1.0410 -1.6997 -5.1190 -0.284
O -0.7623 -3.0569 -4.8175 -0.180
C 0.4514 -3.5787 -5.3367 -0.252
C 1.6895 -2.8465 -4.8491 -0.067
H -1.9166 -2.0308 -7.0614 0.088
H -1.3996 -0.3604 -6.7679 0.082
H -0.2097 -1.6089 -7.1282 0.069
H -1.9982 -1.4770 -4.6444 0.116
H -0.2989 -1.0448 -4.6449 0.102
H 0.4174 -3.6040 -6.4308 0.114
H 0.4975 -4.6180 -5.0057 0.112
H 1.6954 -1.7997 -5.1610 0.077
H 2.5848 -3.3182 -5.2463 0.068
H 1.7402 -2.8647 -3.7572 0.063
C -4.1983 5.4859 3.1121 -0.091
C -4.0184 5.5031 4.6190 -0.276
O -3.6413 6.7651 5.1415 -0.160
C -4.5443 7.8322 4.9139 -0.284
C -5.9264 7.6054 5.5023 -0.081
H -3.2803 5.8061 2.6155 0.086
H -4.4461 4.4866 2.7740 0.039
H -4.9974 6.1570 2.7882 0.067
H -3.2156 4.8150 4.8877 0.116
H -4.9217 5.1387 5.1217 0.108
H -4.6091 8.0522 3.8423 0.105
H -4.0961 8.7090 5.3825 0.118
H -6.4230 6.7406 5.0602 0.064
H -6.5577 8.4777 5.3291 0.077
H -5.8585 7.4315 6.5774 0.081
C -5.9745 6.6901 -2.6122 -0.079
C -5.8338 5.2035 -2.8916 -0.283
O -4.8466 4.5623 -2.1021 -0.165
C -5.0381 4.6126 -0.6975 -0.282
C -6.3338 3.9711 -0.2328 -0.072
H -5.0214 7.1988 -2.7667 0.081
H -6.7187 7.1304 -3.2768 0.078
H -6.2882 6.8854 -1.5860 0.066
H -5.5263 5.0633 -3.9284 0.117
H -6.7977 4.6948 -2.7825 0.106
H -4.9626 5.6459 -0.3413 0.106
H -4.1992 4.0722 -0.2569 0.104
H -7.2106 4.4772 -0.6385 0.068
H -6.4013 4.0051 0.8553 0.071
H -6.3791 2.9287 -0.5538 0.081
C -0.9263 -10.8026 -4.9502 -0.078
C -1.7993 -9.9945 -5.8950 -0.275
O -1.9303 -8.6302 -5.5297 -0.163
C -0.7312 -7.8804 -5.4766 -0.290
C 0.0131 -7.8247 -6.7999 -0.075
H -1.3168 -10.7506 -3.9323 0.081
H -0.8987 -11.8468 -5.2622 0.079
H 0.1009 -10.4353 -4.9269 0.064
H -2.8089 -10.4050 -5.8855 0.120
H -1.4394 -10.0794 -6.9256 0.108
H -0.0824 -8.2590 -4.6775 0.107
H -1.0183 -6.8670 -5.1865 0.098
H 0.3302 -8.8133 -7.1330 0.068
H 0.9045 -7.2018 -6.7065 0.071
H -0.6261 -7.4053 -7.5782 0.085
C 1.5969 8.2193 -2.3212 -0.075
C 1.7324 6.7530 -2.6923 -0.278
O 2.7155 6.0587 -1.9396 -0.158
C 2.5206 6.0218 -0.5392 -0.285
C 1.2199 5.3578 -0.1203 -0.078
H 2.5525 8.7319 -2.4402 0.084
H 0.8574 8.7032 -2.9597 0.080
H 1.2798 8.3522 -1.2858 0.067
H 2.0437 6.6760 -3.7341 0.119
H 0.7655 6.2424 -2.6186 0.105
H 2.5960 7.0297 -0.1169 0.111
H 3.3593 5.4542 -0.1333 0.102
H 0.3459 5.8901 -0.4958 0.071
H 1.1460 5.3218 0.9688 0.072
H 1.1738 4.3364 -0.5087 0.062
```

=====

Entry 4:
DFT (ωB97M-V/def2-TZVPD) results for one molecule with the formula C5H10O2.

ΔE to the lowest compared entry with this formula, charge and spin, kcal/mol: 29.0
DFT total energy, Ha: -346.9792
LUMO, eV: 1.1

```
17
Properties=species:S:1:pos:R:3:nbo_charge:R:1
C -0.2073 -2.2516 0.6854 -0.642
C 0.3036 -1.3051 -0.3822 0.376
O 1.4748 -0.6321 0.0549 -0.530
C 1.0839 0.6889 0.3772 -0.093
C -0.0133 0.9506 -0.6419 0.070
C -1.0011 2.0446 -0.3004 -0.622
O -0.6698 -0.3135 -0.6537 -0.534
H -0.3441 -1.7028 1.6225 0.212
H -1.1631 -2.6961 0.3929 0.219
H 0.5235 -3.0492 0.8485 0.216
H 0.5700 -1.8513 -1.3014 0.150
H 0.6777 0.7508 1.4002 0.163
H 1.9551 1.3431 0.2885 0.197
H 0.4458 1.1416 -1.6250 0.166
H -1.7400 2.1611 -1.0986 0.222
H -0.4779 2.9995 -0.1780 0.213
H -1.5282 1.8064 0.6288 0.215
```

=====

no.,gap between HOMO and LUMO (eV)
1,9.58
2,8.71
3,7.80
4,10.84